52
Properties=species:S:1:pos:R:3 method="wB97M-V/def2-TZVPD" e_homo_ha=-0.3088 e_lumo_ha=-0.072 largest_force_ev_per_a=1.97 gap_ev=6.438
C -3.047 1.748 2.542
C -1.724 1.612 2.273
C -1.004 2.319 1.133
C -0.715 1.248 0.108
C -1.374 1.168 -1.172
C -2.379 2.195 -1.646
Cl -3.817 2.213 -0.603
C -1.677 3.571 -1.854
C -1.060 3.617 -3.269
Cl -2.789 4.942 -1.656
N -1.173 0.235 -2.058
N -0.263 -0.682 -1.751
C 0.424 -0.670 -0.624
O 1.308 -1.639 -0.412
C 2.415 -1.748 -1.319
C 3.564 -0.804 -0.990
C 4.556 -0.876 -2.148
O 4.201 -1.266 0.195
C 0.231 0.288 0.381
B 1.087 0.213 1.748
N 2.239 1.110 2.005
O 0.729 -0.668 2.686
H -3.745 0.915 2.508
H -3.461 2.716 2.823
H -1.114 0.963 2.898
H -0.032 2.682 1.489
H -1.620 3.133 0.766
H -2.754 1.895 -2.619
H -0.860 3.675 -1.145
H 0.028 3.572 -3.229
H -1.373 4.514 -3.796
H -1.387 2.771 -3.876
H -0.106 -1.407 -2.439
H 2.777 -2.768 -1.214
H 2.136 -1.625 -2.372
H 3.233 0.225 -0.823
H 4.167 -0.457 -3.075
H 5.505 -0.421 -1.866
H 4.773 -1.932 -2.346
H 5.000 -1.739 -0.058
H 2.900 1.031 1.235
H 1.946 2.084 2.003
H 1.060 -0.406 3.555
B -1.251 -3.531 1.208
O -0.743 -4.125 2.467
C -1.727 -4.768 3.076
O -1.648 -5.356 4.116
C -3.000 -4.623 2.209
O -4.078 -5.078 2.460
O -2.686 -3.902 1.144
F -0.559 -4.029 0.101
F -1.113 -2.135 1.233

55
Properties=species:S:1:pos:R:3 method="wB97M-V/def2-TZVPD" e_homo_ha=-0.4626 e_lumo_ha=-0.195 largest_force_ev_per_a=5.78 gap_ev=7.294 total_charge=+1
C 0.567 2.098 -0.945
C 0.056 0.944 -1.612
C 0.045 -0.535 -0.987
C 0.510 -1.534 -2.164
C 2.088 -1.628 -2.392
O 2.525 -1.426 -3.557
O 3.064 -1.974 -1.398
C 3.961 -0.897 -1.120
C 5.261 -1.161 -0.214
O 3.783 0.292 -1.516
C 0.743 -0.610 0.447
N 0.016 -1.615 1.314
C -0.445 -1.040 2.606
C 0.638 -0.928 3.761
N 1.902 -1.281 3.724
C -1.000 -2.148 0.400
N -1.450 -3.416 0.545
N -1.309 -1.120 -0.587
H 0.156 3.162 -1.113
H 1.448 2.037 -0.203
H -0.344 1.130 -2.680
H 0.070 -1.108 -3.145
H 0.116 -2.603 -2.062
H 6.159 -1.304 -0.910
H 5.154 -2.074 0.460
H 5.422 -0.203 0.397
H 1.841 -0.904 0.536
H 0.702 0.341 1.105
H -0.963 -0.014 2.447
H -1.292 -1.726 3.005
H 0.259 -0.531 4.779
H 2.077 -1.635 2.768
H -1.110 -4.120 -0.128
H -2.050 -3.702 1.329
H -1.708 -1.498 -1.475
C 2.390 2.237 -5.165
Cl 1.582 3.776 -4.827
Cl 2.886 1.452 -3.660
Cl 1.330 1.171 -6.102
H 3.281 2.440 -5.756
C 2.324 0.344 7.254
Cl 2.509 -1.145 8.190
Cl 0.651 0.924 7.332
Cl 3.440 1.587 7.834
H 2.563 0.127 6.214
C -3.888 1.194 0.038
Cl -4.982 -0.133 0.458
Cl -4.803 2.651 -0.363
Cl -2.759 1.512 1.365
H -3.312 0.899 -0.837
C -8.024 2.688 -2.784
Cl -7.239 1.582 -1.647
Cl -9.688 3.016 -2.283
Cl -7.106 4.196 -2.917
H -8.048 2.214 -3.763

43
Properties=species:S:1:pos:R:3 method="wB97M-V/def2-TZVPD" e_homo_ha=-0.3490 e_lumo_ha=0.016 largest_force_ev_per_a=1.81 gap_ev=9.940 smiles="CNC(=O)[C@H](CC(C)C)NC(C)=O.Clc1cc(Cl)cc(Cl)c1"
O 3.808 -1.262 -2.393
O 0.434 -0.211 -2.220
Cl -7.723 2.612 -0.389
Cl -2.321 2.205 -0.787
Cl -4.773 1.240 3.990
C 3.931 -1.838 -1.324
C 0.906 -1.192 -1.659
C -5.008 2.356 -0.408
C -6.101 1.934 1.704
C -3.699 1.745 1.529
C -6.179 2.278 0.351
C -3.767 2.092 0.176
C -4.864 1.666 2.300
N 0.639 -2.398 -2.177
N 3.012 -1.828 -0.356
C 5.189 -2.626 -1.038
C 0.962 -3.716 -1.630
C 0.406 0.813 1.943
C 1.182 2.695 0.529
C 0.848 1.204 0.530
C 2.071 0.390 0.064
C 1.754 -1.061 -0.360
H -5.062 2.625 -1.458
H -7.008 1.874 2.297
H -2.738 1.539 1.984
H 0.128 -2.363 -3.046
H 3.233 -2.340 0.481
H 5.827 -2.604 -1.920
H 5.714 -2.169 -0.202
H 4.930 -3.655 -0.802
H 2.002 -3.963 -1.849
H 0.801 -3.732 -0.551
H 0.321 -4.471 -2.089
H 0.051 -0.216 1.952
H -0.404 1.464 2.265
H 1.240 0.919 2.637
H 2.009 2.896 1.209
H 0.308 3.269 0.835
H 1.460 3.002 -0.480
H 0.012 1.045 -0.141
H 2.806 0.383 0.870
H 2.528 0.892 -0.791
H 1.135 -1.495 0.423

55
Properties=species:S:1:pos:R:3 method="wB97M-V/def2-TZVPD" e_homo_ha="-0.1185 / -0.1188" e_lumo_ha="0.144 / 0.144" largest_force_ev_per_a=3.69 gap_ev="7.143 / 7.151" total_charge=-2 spin_multiplicity=4
Er 2.343 -0.747 0.443
C -4.981 0.802 3.732
O -4.206 0.119 2.693
C -2.934 -0.186 2.973
C -2.397 -0.446 4.259
C -1.014 -0.636 4.374
C -0.164 -0.707 3.292
C 1.259 -1.021 3.346
C 2.094 -0.544 4.469
O 1.821 -1.698 2.436
C -0.664 -0.458 1.932
O 0.157 -0.353 0.979
C -2.055 -0.268 1.903
H -4.446 1.107 4.645
H -5.807 0.162 4.070
H -5.361 1.737 3.325
H -2.995 -0.294 5.129
H -0.526 -0.662 5.401
H 1.963 0.538 4.679
H 3.180 -0.721 4.262
H 1.906 -1.081 5.446
H -2.521 -0.101 0.908
O 1.245 2.800 0.436
S 2.526 2.097 0.245
O 3.670 2.959 0.051
O 2.389 1.073 -0.930
O 2.845 1.095 1.475
C -0.686 1.943 -2.003
N 0.035 1.536 -3.200
C 1.377 2.002 -3.580
C -0.527 0.667 -4.076
S 0.028 0.396 -5.644
N -1.749 0.076 -3.615
C -2.915 0.596 -4.351
C -1.680 -1.370 -3.608
H 0.001 2.397 -1.284
H -1.283 1.048 -1.627
H -1.359 2.779 -2.281
H 1.346 2.879 -4.251
H 1.900 1.187 -4.138
H 1.974 2.157 -2.683
H -3.052 1.640 -4.124
H -3.834 0.028 -4.065
H -2.801 0.529 -5.424
H -0.694 -1.824 -3.196
H -1.657 -1.654 -4.690
H -2.571 -1.800 -3.141
O 1.674 -4.097 -2.543
C 1.635 -3.079 -1.912
N 1.531 -2.007 -1.390
O 4.005 -2.176 1.036
Cl 5.241 -2.119 0.184
O 6.368 -1.672 0.870
O 5.479 -3.435 -0.370
O 4.892 -1.190 -0.871

42
Properties=species:S:1:pos:R:3 method="wB97M-V/def2-TZVPD" e_homo_ha=-0.2799 e_lumo_ha=0.018 largest_force_ev_per_a=19.31 gap_ev=8.118 de_lowest_kj_mol=1700.0
C 3.059 -2.250 -2.857
C 1.762 -1.827 -2.385
C 0.820 -1.434 -3.209
C -0.507 -0.998 -2.585
C -0.774 -0.889 -1.236
C 0.253 -1.491 -0.257
C 1.390 -1.896 -0.737
H 2.443 -2.095 -0.251
H 0.251 -1.489 0.757
O -1.943 -0.761 -0.636
C -2.496 0.079 -1.244
C -1.992 1.678 -1.081
H -2.855 2.442 -1.830
C -2.161 1.986 0.311
O -2.942 3.039 0.639
N -1.432 1.378 1.234
H -0.923 0.722 0.764
C -1.313 1.691 2.594
C 0.365 1.737 2.786
N 0.913 0.436 2.584
C 0.767 -0.423 3.489
H -0.315 -0.831 3.780
H 1.226 -0.362 4.502
H 1.170 -1.566 3.251
C 2.595 0.856 2.165
H 2.908 1.043 3.049
H 2.286 1.568 1.428
H 2.916 -0.261 1.862
H 0.289 1.943 4.086
H 0.636 2.547 2.334
H -1.625 0.928 3.096
H -1.678 2.800 2.707
H -1.076 1.599 -1.504
C -2.817 -0.036 -2.821
O -3.727 0.173 -3.494
N -1.403 -0.765 -3.328
H -1.412 -0.633 -4.411
H -3.789 -0.123 -0.811
H 0.920 -1.323 -4.103
H 3.110 -3.236 -3.161
H 3.254 -1.570 -3.624
H 3.847 -2.384 -1.855

43
Properties=species:S:1:pos:R:3 method="wB97M-V/def2-TZVPD" e_homo_ha=-0.3445 e_lumo_ha=-0.035 largest_force_ev_per_a=1.35 gap_ev=8.420 de_lowest_kj_mol=442.0 smiles="CCCCCCCC(=O)NNC(=O)c1ccc([N+](=O)[O-])cc1"
C 6.298 -6.589 3.853
C 5.517 -5.323 3.522
C 4.026 -5.604 3.353
C 3.236 -4.339 3.024
C 1.747 -4.631 2.848
C 0.903 -3.375 2.644
C 1.213 -2.651 1.333
C 0.167 -1.603 1.035
O -0.992 -1.635 1.398
N 0.627 -0.551 0.307
N -0.274 0.426 -0.106
C 0.055 1.244 -1.133
O 1.157 1.194 -1.652
C -1.005 2.206 -1.545
C -0.942 2.702 -2.847
C -1.885 3.601 -3.299
C -2.892 4.012 -2.434
C -2.957 3.543 -1.128
C -2.013 2.638 -0.684
H -2.051 2.294 0.338
H -3.745 3.896 -0.480
N -3.885 4.954 -2.897
O -3.806 5.333 -4.045
O -4.735 5.304 -2.108
H -1.857 3.994 -4.304
H -0.139 2.369 -3.486
H -1.205 0.254 0.256
H 1.520 -0.491 -0.167
H 2.199 -2.188 1.359
H 1.195 -3.373 0.510
H -0.154 -3.646 2.637
H 1.061 -2.688 3.477
H 1.384 -5.147 3.740
H 1.607 -5.305 2.000
H 3.368 -3.612 3.829
H 3.639 -3.900 2.109
H 3.636 -6.043 4.274
H 3.885 -6.335 2.554
H 5.658 -4.592 4.321
H 5.909 -4.886 2.601
H 6.186 -7.325 3.058
H 7.356 -6.368 3.969
H 5.936 -7.030 4.779

42
Properties=species:S:1:pos:R:3 method="wB97M-V/def2-TZVPD" e_homo_ha=-0.1655 e_lumo_ha=0.014 largest_force_ev_per_a=2.23 gap_ev=4.879 total_charge=-1 de_lowest_kj_mol=106.0
N 3.694 -1.292 -0.699
C 2.317 -1.853 -0.768
C 1.348 -0.892 -1.432
C -0.040 -0.826 -0.745
Nb -1.189 -2.805 -0.873
H 4.131 -1.351 -1.613
H 4.242 -1.906 -0.103
H 2.315 -2.780 -1.336
H 2.003 -2.075 0.242
H 1.794 0.098 -1.494
H 1.172 -1.219 -2.452
H -0.590 -0.055 -1.282
H 0.075 -0.488 0.285
H -2.147 -2.418 0.666
H -2.529 -1.987 -1.828
H -0.291 -3.310 -2.414
H 0.028 -3.740 0.165
H -2.137 -4.386 -0.922
C 1.131 3.904 -4.260
C 1.663 5.117 -4.138
C 2.241 5.579 -2.852
O 2.726 6.687 -2.745
C 2.206 4.638 -1.707
C 1.673 3.424 -1.825
C 1.093 2.962 -3.112
O 0.613 1.858 -3.215
H 0.703 3.546 -5.188
H 1.702 5.821 -4.960
H 2.636 4.995 -0.780
H 1.637 2.718 -1.005
C -1.583 -1.050 4.854
C -2.360 -1.732 5.689
C -3.693 -2.230 5.266
O -4.405 -2.839 6.041
C -4.119 -1.947 3.878
C -3.343 -1.267 3.037
C -2.015 -0.756 3.462
O -1.310 -0.119 2.714
H -0.608 -0.676 5.141
H -2.066 -1.955 6.707
H -5.089 -2.330 3.589
H -3.629 -1.065 2.014

41
Properties=species:S:1:pos:R:3 method="wB97M-V/def2-TZVPD" e_homo_ha=-0.2967 e_lumo_ha=0.016 largest_force_ev_per_a=16.68 gap_ev=8.515 de_lowest_kj_mol=1541.8
C 1.036 -3.417 2.442
C 0.937 -2.368 3.423
O -0.284 -1.517 3.396
C -0.357 -0.758 2.343
C -1.620 -0.480 2.114
C -1.936 0.557 1.304
C -0.904 1.083 0.407
C 0.140 0.502 0.498
C 0.580 -0.349 1.539
O 1.935 -0.626 1.611
C 2.801 -0.127 0.947
C 4.167 -0.877 1.308
H 4.244 -1.973 1.008
H 4.423 -0.389 2.260
H 4.976 -0.545 0.490
H 2.781 -0.410 -0.194
H 3.086 0.960 0.685
H 1.026 1.052 -0.176
C -1.668 2.028 -0.657
N -1.067 1.910 -1.826
C -0.812 0.418 -2.457
H -0.580 -0.123 -1.485
C -2.004 0.143 -3.277
H -1.624 -0.738 -3.755
O -2.453 0.854 -4.328
C -2.594 2.314 -3.874
H -2.577 2.905 -4.797
C -1.542 2.817 -2.873
H -1.546 3.776 -2.415
H -0.442 2.983 -3.582
H -3.561 2.190 -3.173
H -2.880 -0.202 -2.775
H 0.088 0.645 -3.054
S -2.254 3.285 -0.230
H -3.010 0.867 1.229
H -2.518 -0.607 3.113
H 0.800 -3.034 4.466
H 2.051 -1.636 3.597
H 1.823 -4.189 2.683
H 1.160 -3.013 1.666
H 0.178 -3.910 2.398

42
Properties=species:S:1:pos:R:3 method="wB97M-V/def2-TZVPD" e_homo_ha="-0.1794 / -0.2834" e_lumo_ha="0.016 / -0.050" largest_force_ev_per_a=2.75 gap_ev="5.328 / 6.351" de_lowest_kj_mol=0.0 spin_multiplicity=3
C -2.592 -2.554 -4.305
C -1.584 -3.547 -4.460
C -1.697 -4.437 -3.359
C -2.846 -4.107 -2.596
C -3.374 -2.890 -3.129
Au -2.892 0.342 -2.358
P -2.756 2.620 -2.453
H -2.750 -1.672 -4.922
H -0.840 -3.578 -5.252
H -1.003 -5.250 -3.142
H -4.209 -2.326 -2.731
H -3.202 -4.637 -1.726
H -3.758 3.591 -2.137
H -2.231 3.095 -3.709
H -1.725 2.840 -1.507
C 2.904 3.806 1.409
C 2.246 3.057 2.540
N 1.823 1.681 2.184
C 2.776 0.623 2.561
C 2.778 0.365 4.070
C 0.774 1.574 1.302
O 0.213 2.589 0.874
C 0.248 0.219 0.876
C 0.242 -0.924 1.673
C -0.373 -2.080 1.184
C -1.046 -2.004 -0.041
N -1.136 -0.888 -0.758
C -0.462 0.192 -0.346
H 3.737 3.224 1.001
H 3.303 4.751 1.777
H 2.185 4.014 0.615
H 2.937 2.926 3.372
H 1.353 3.593 2.883
H 2.558 -0.296 2.006
H 3.788 0.952 2.273
H 1.763 0.147 4.437
H 3.417 -0.500 4.292
H 3.179 1.229 4.620
H 0.711 -0.905 2.656
H -0.360 -3.021 1.731
H -1.561 -2.891 -0.435
H -0.537 1.078 -0.972

48
Properties=species:S:1:pos:R:3 method="wB97M-V/def2-TZVPD" e_homo_ha=-0.3540 e_lumo_ha=-0.021 largest_force_ev_per_a=1.15 gap_ev=9.056 de_lowest_kj_mol=0.0 smiles="O=C1c2ccc(CB(O)O)cc2C(=O)N1CCO.CC(N)=O.CC(N)=O"
O 2.776 0.433 -0.928
C 2.434 -0.622 -0.471
C 1.098 -1.245 -0.630
C -0.028 -0.765 -1.277
C -1.160 -1.572 -1.269
C -1.156 -2.823 -0.621
C -2.437 -3.628 -0.618
B -3.432 -2.797 0.293
O -4.193 -1.760 -0.244
O -3.496 -3.093 1.629
C -0.003 -3.280 0.023
C 1.115 -2.462 0.007
C 2.458 -2.647 0.616
O 2.832 -3.562 1.278
N 3.220 -1.490 0.308
C 4.597 -1.702 -0.177
C 5.607 -1.866 0.975
O 6.262 -0.637 1.251
H -0.020 0.197 -1.765
H -2.065 -1.233 -1.748
H -2.814 -3.655 -1.637
H -2.275 -4.628 -0.234
H -3.811 -0.939 0.099
H -3.662 -2.291 2.140
H 0.021 -4.234 0.527
H 4.921 -0.831 -0.733
H 4.641 -2.547 -0.861
H 6.353 -2.588 0.668
H 5.061 -2.195 1.855
H 5.582 -0.021 1.542
O -4.191 1.408 1.953
C -4.772 2.176 1.206
N -6.127 2.230 1.160
C -4.040 3.117 0.279
H -6.630 2.849 0.554
H -6.643 1.616 1.767
H -3.411 2.535 -0.393
H -3.407 3.776 0.870
H -4.717 3.725 -0.318
O 0.360 5.149 -1.372
C 1.200 4.354 -0.991
N 0.940 3.024 -0.910
C 2.590 4.778 -0.579
H 1.610 2.341 -0.602
H 0.022 2.717 -1.178
H 2.513 5.483 0.246
H 3.070 5.273 -1.422
H 3.207 3.935 -0.269

Copy entry 4 word for word.
55
Properties=species:S:1:pos:R:3 method="wB97M-V/def2-TZVPD" e_homo_ha="-0.1185 / -0.1188" e_lumo_ha="0.144 / 0.144" largest_force_ev_per_a=3.69 gap_ev="7.143 / 7.151" total_charge=-2 spin_multiplicity=4
Er 2.343 -0.747 0.443
C -4.981 0.802 3.732
O -4.206 0.119 2.693
C -2.934 -0.186 2.973
C -2.397 -0.446 4.259
C -1.014 -0.636 4.374
C -0.164 -0.707 3.292
C 1.259 -1.021 3.346
C 2.094 -0.544 4.469
O 1.821 -1.698 2.436
C -0.664 -0.458 1.932
O 0.157 -0.353 0.979
C -2.055 -0.268 1.903
H -4.446 1.107 4.645
H -5.807 0.162 4.070
H -5.361 1.737 3.325
H -2.995 -0.294 5.129
H -0.526 -0.662 5.401
H 1.963 0.538 4.679
H 3.180 -0.721 4.262
H 1.906 -1.081 5.446
H -2.521 -0.101 0.908
O 1.245 2.800 0.436
S 2.526 2.097 0.245
O 3.670 2.959 0.051
O 2.389 1.073 -0.930
O 2.845 1.095 1.475
C -0.686 1.943 -2.003
N 0.035 1.536 -3.200
C 1.377 2.002 -3.580
C -0.527 0.667 -4.076
S 0.028 0.396 -5.644
N -1.749 0.076 -3.615
C -2.915 0.596 -4.351
C -1.680 -1.370 -3.608
H 0.001 2.397 -1.284
H -1.283 1.048 -1.627
H -1.359 2.779 -2.281
H 1.346 2.879 -4.251
H 1.900 1.187 -4.138
H 1.974 2.157 -2.683
H -3.052 1.640 -4.124
H -3.834 0.028 -4.065
H -2.801 0.529 -5.424
H -0.694 -1.824 -3.196
H -1.657 -1.654 -4.690
H -2.571 -1.800 -3.141
O 1.674 -4.097 -2.543
C 1.635 -3.079 -1.912
N 1.531 -2.007 -1.390
O 4.005 -2.176 1.036
Cl 5.241 -2.119 0.184
O 6.368 -1.672 0.870
O 5.479 -3.435 -0.370
O 4.892 -1.190 -0.871